[1]
Formula: C17H23AuO6P2S3
Source: the Open Molecules 2025 dataset
Level of theory: ωB97M-V/def2-TZVPD

## Properties
Spin multiplicity ... 3
LUMO (alpha / beta) ... 0.0 / -3.1 eV
HOMO energy (alpha / beta) ... -8.0 / -8.9 eV
Charge ... 0
Kohn-Sham gap (alpha / beta) ... 8.049 / 5.823 eV

```
52
Properties=species:S:1:pos:R:3:forces:R:3:lowdin_spin:R:1
Au -1.113909 -1.323002 2.575479 0.403 0.009 -0.107 0.431
S -1.056883 -2.114546 5.133589 -0.012 0.034 0.076 0.914
S -2.477244 0.884202 0.011592 0.077 0.212 0.079 0.002
S -1.559981 -3.841388 3.998400 -0.374 0.129 0.209 0.009
P 0.390804 0.458780 2.594161 -0.314 0.110 0.183 0.126
P 0.196698 -2.046452 0.675101 -0.296 -0.033 -0.048 0.167
O -3.877424 1.196121 -0.081447 -0.065 -0.022 -0.045 0.001
O -2.186173 -0.551459 0.160162 -0.031 -0.175 0.049 0.008
O -2.328826 -3.199258 2.898294 0.103 -0.004 -0.193 0.051
O -2.349651 -4.690037 4.827531 0.007 -0.047 -0.026 0.033
O -1.737595 1.670334 1.004082 0.067 -0.042 -0.022 0.008
O -0.248616 -4.284302 3.601027 0.185 -0.044 -0.099 0.073
C 0.016269 2.102804 3.241674 0.106 0.063 -0.004 0.036
C 1.516343 -3.223561 1.083592 0.056 -0.034 -0.019 0.030
C 1.755125 1.723018 0.507637 -0.036 -0.009 0.003 0.004
C 1.025349 -0.541421 0.096922 0.028 0.017 -0.047 0.012
C 1.577016 -0.474942 -1.179897 -0.035 -0.031 0.012 0.005
C 2.305954 1.773039 -0.760873 -0.003 0.037 -0.040 0.001
C -1.918123 0.465555 -2.647537 -0.014 -0.067 0.001 0.000
C -1.747340 1.313185 -1.559947 0.020 -0.105 0.060 0.000
C -0.625207 1.962210 -4.040639 -0.062 -0.057 0.028 0.000
C 1.770364 -0.068648 3.653299 0.134 -0.021 0.006 0.016
C -1.356492 0.785873 -3.870009 0.030 0.033 -0.042 0.000
C -0.470003 2.800555 -2.945402 0.017 0.022 0.036 0.000
C -0.061483 2.325820 -5.384814 0.052 0.006 -0.065 0.000
C 2.210518 0.678343 -1.607834 0.017 0.033 -0.024 0.003
C 1.107665 0.570256 0.939365 0.003 -0.032 0.024 0.006
C -1.022787 2.480354 -1.711672 0.022 0.075 0.050 0.000
C -0.665567 -2.793584 -0.729195 0.160 -0.087 -0.074 0.031
H -0.830151 2.771841 -6.019195 -0.007 0.003 0.001 0.000
H 2.007935 -2.953155 2.015942 0.015 0.041 -0.011 0.000
H 2.789564 2.679359 -1.100313 0.007 0.003 -0.003 0.000
H 2.251300 -3.259769 0.277006 -0.010 -0.006 0.000 0.008
H 2.093364 -1.075751 3.394139 0.002 -0.001 -0.014 0.000
H -0.892199 3.133652 -0.859556 0.002 0.006 0.018 0.000
H -2.495502 -0.443258 -2.533190 -0.021 -0.002 0.025 0.000
H 0.945031 2.657800 3.393354 -0.018 -0.013 -0.012 0.008
H -1.501475 -3.385357 -0.359291 0.000 0.008 0.061 0.002
H 1.453987 -0.069315 4.696771 -0.049 -0.001 -0.003 0.003
H -1.058413 -2.004294 -1.361524 -0.032 0.033 -0.003 0.000
H 0.094514 3.720275 -3.053348 -0.002 0.004 -0.008 0.000
H 2.616797 0.730457 -2.609032 0.003 -0.005 -0.004 0.000
H 1.496484 -1.319510 -1.853548 -0.013 -0.015 0.008 0.000
H 1.804087 2.596687 1.145077 0.000 -0.012 0.024 0.000
H 2.612673 0.616191 3.538669 -0.008 -0.006 -0.004 0.003
H -1.493535 0.116872 -4.711666 -0.003 -0.004 -0.022 0.000
H 1.073160 -4.208938 1.226292 -0.047 0.023 0.020 0.000
H -0.473039 1.980727 4.208313 0.004 -0.044 0.000 0.001
H 0.749226 3.048584 -5.293747 -0.001 0.004 0.005 0.000
H 0.320856 1.448364 -5.907676 -0.003 -0.005 0.007 0.000
H -0.652119 2.622667 2.564666 -0.044 -0.006 -0.042 0.000
H 0.018653 -3.441977 -1.280783 -0.017 0.025 -0.004 0.006
```
Positions in Å, forces in eV/Å.



[2]
Formula: C17H23BCl4N2O2
Source: the Open Molecules 2025 dataset
Level of theory: ωB97M-V/def2-TZVPD

## Properties
LUMO ... -2.0 eV
HOMO energy ... -8.3 eV
Charge ... 0
Kohn-Sham gap ... 6.300 eV

```
49
Properties=species:S:1:pos:R:3:forces:R:3:lowdin_charge:R:1
Cl 3.490905 3.447922 2.738429 -0.480 -0.281 -0.336 0.512
Cl -5.049029 2.940867 3.024690 -0.272 0.091 0.108 0.707
Cl 3.151006 0.415808 2.845138 -0.237 0.505 -0.016 0.521
Cl 3.690924 1.781505 0.153029 -0.242 0.477 0.468 0.529
O 1.385053 2.183106 1.604099 -2.483 -2.001 -1.372 -0.083
O 3.849343 -2.819367 -0.565483 -0.799 -0.367 0.251 -0.122
N 1.214668 -1.845629 -0.604206 -1.074 -0.059 -0.143 -0.055
N -1.607906 0.465395 -2.438121 1.032 0.422 0.898 -0.244
C -1.836685 0.682280 2.328289 -0.234 0.301 -0.239 -0.023
C 1.518242 -3.075081 -1.324985 0.191 -0.049 -0.547 -0.139
C 0.468650 1.179520 1.523974 1.068 2.894 5.296 -0.112
C 0.069244 -1.142790 -0.932850 1.602 -0.564 1.055 -0.178
C 2.801949 -3.750834 -0.855481 0.550 0.297 0.243 -0.178
C -2.286484 1.368156 -3.310800 0.024 0.401 -0.393 -0.082
C -0.866726 1.644923 2.020764 -0.104 -0.086 -0.788 -0.179
C 2.255037 -1.094899 0.056453 0.700 0.233 0.149 -0.197
C -0.153115 0.125282 -0.505536 -0.483 -0.108 -0.947 -0.004
C -3.132991 1.075307 2.662124 0.337 0.206 0.004 -0.084
C -1.664882 -0.908860 -2.766205 -0.391 -0.299 -1.031 -0.204
C -1.132020 3.004733 2.238091 -0.390 -0.129 -0.341 0.022
C 3.440069 -1.949801 0.486335 -0.006 0.028 -0.204 -0.197
C -2.427692 3.404784 2.570756 0.128 -0.335 0.023 -0.074
C -3.436460 2.444519 2.729166 1.047 -0.372 -0.160 -0.671
C -1.316810 0.860465 -1.075948 -1.290 0.623 0.420 -0.164
C -1.001755 -1.833921 -1.746515 -0.442 0.335 -0.115 -0.075
B 2.805506 2.001230 1.811053 1.836 -0.577 0.139 -1.792
H -3.100270 0.858959 -3.852313 0.028 0.165 0.251 0.084
H 3.159702 -2.516473 1.398614 0.321 0.031 -0.357 0.130
H 1.870760 -0.659213 0.981902 0.121 -0.272 -0.393 0.042
H 2.566581 -4.372387 0.030584 0.342 0.181 -0.194 0.127
H -1.562410 -0.372966 2.267324 -0.246 0.230 -0.100 0.133
H 0.695422 -3.786234 -1.179086 0.223 0.061 -0.111 0.123
H -1.600608 1.768100 -4.077649 -0.208 0.013 0.079 0.088
H 1.616896 -2.878327 -2.409244 -0.084 0.042 0.294 0.135
H -2.216622 0.697128 -0.433405 0.186 0.212 -0.089 0.125
H -2.698163 2.221831 -2.754666 -0.013 -0.244 -0.161 0.088
H 0.764875 0.290970 2.110691 0.162 -0.088 -1.157 0.113
H 0.538522 0.696802 0.206518 0.280 -0.349 -1.611 0.080
H -1.800193 -2.166676 -1.064639 0.422 -0.015 0.070 0.136
H -1.137748 1.947777 -1.080218 0.060 -0.337 0.107 0.138
H -2.722499 -1.212363 -2.904815 0.140 -0.231 0.066 0.120
H -3.905684 0.336847 2.852177 0.112 0.139 0.001 0.109
H -2.656885 4.458147 2.694567 -0.006 -0.158 0.013 0.111
H 2.627889 -0.251485 -0.555559 -0.417 -0.519 -0.043 0.075
H 4.293535 -1.289126 0.690343 -0.364 -0.264 0.123 0.113
H -0.332535 3.736836 2.124464 -0.279 -0.194 -0.067 0.134
H -0.638390 -2.713673 -2.283675 -0.028 0.259 0.280 0.102
H -1.202310 -1.031392 -3.762514 0.009 -0.188 0.256 0.128
H 3.212108 -4.367678 -1.665674 -0.351 -0.058 0.322 0.130
```
Positions in Å, forces in eV/Å.



| no. | calculated total energy (eV) |
| --- | --- |
| 1 | -85062.3127 |
| 2 | -75843.3734 |